Record 1
The following is a quantum chemistry calculation of a 11-piece molecular cluster, H21O11 overall at a distorted geometry, from the OMol25 dataset.

Last column: natural (NBO) charge in e.
Positions of all 32 atoms, in Å:
O: -2.570 0.195 -4.284  -0.930
H: -2.408 0.528 -3.388  0.474
H: -1.714 -0.890 3.855  0.478
O: -1.594 -0.983 2.883  -0.949
H: 3.219 1.591 2.083  0.480
H: -1.927 1.737 1.484  0.456
O: 0.966 0.834 1.496  -0.948
H: 3.743 0.525 1.242  0.463
H: -0.960 3.135 0.305  0.488
O: -1.966 0.479 -1.215  -0.901
H: -1.709 1.148 -0.491  0.468
H: -1.368 -1.906 -1.609  0.475
O: 2.962 -1.699 1.873  -0.947
H: 1.424 -2.320 -0.915  0.487
H: -1.736 0.485 -4.680  0.454
O: -0.843 2.152 0.207  -0.522
H: 2.522 -1.784 -0.205  0.474
H: -3.219 2.491 1.154  0.468
O: -2.862 1.921 1.870  -0.904
H: 0.368 1.353 0.892  0.464
O: 3.976 1.010 2.030  -0.934
H: 1.086 0.039 0.967  0.466
H: 0.509 0.294 -3.431  0.441
O: 1.157 -0.383 -3.155  -0.901
H: 1.279 0.205 -2.282  0.460
H: -2.070 -0.256 2.487  0.471
O: 1.930 -1.509 -0.905  -0.963
H: 3.160 -0.867 2.267  0.490
H: -1.127 0.005 -1.214  0.453
O: -1.144 -2.263 -0.751  -0.925
H: 2.081 -1.639 1.500  0.454
H: -1.011 -1.516 -0.165  0.458

Highest occupied orbital energy (spin up / spin down) (eV): -11.6024 / -11.5953
Strongest force on any atom (Eh/bohr): 0.0949
Spin multiplicity: 2
E_tot (eV): -22859.0052

Record 2
The following is a quantum chemistry calculation of H22HeO11 as an isolated structure at a distorted geometry, from the OMol25 dataset.

Last column: natural (NBO) charge in e.
Positions of all 34 atoms, in Å:
He: 0.197 0.453 0.231  0.004
O: -1.476 -0.989 2.318  -0.967
H: -1.633 -1.422 1.479  0.494
H: -2.054 -0.226 2.307  0.483
O: 3.146 -2.770 -1.043  -0.977
H: 3.066 -2.242 -0.249  0.493
H: 2.432 -3.404 -0.982  0.466
O: 1.075 0.015 2.971  -0.979
H: 0.231 -0.272 2.622  0.502
H: 0.980 0.961 3.081  0.473
O: -1.702 -0.642 -3.289  -0.956
H: -1.869 -0.902 -2.383  0.462
H: -0.843 -0.220 -3.263  0.488
O: -3.158 1.516 -0.977  -0.951
H: -2.783 0.660 -0.772  0.471
H: -3.409 1.454 -1.899  0.479
O: 2.834 -1.470 1.368  -0.969
H: 3.521 -0.808 1.293  0.472
H: 2.083 -0.997 1.726  0.503
O: 2.035 -1.273 -3.315  -0.987
H: 2.761 -1.617 -2.796  0.485
H: 1.717 -0.521 -2.815  0.477
O: -1.212 2.044 3.131  -0.952
H: -1.269 2.972 2.905  0.473
H: -1.130 2.034 4.085  0.481
O: 0.709 3.414 0.249  -0.941
H: 0.931 3.268 1.168  0.468
H: -0.220 3.645 0.260  0.474
O: -2.318 -1.762 -0.366  -0.969
H: -3.240 -2.014 -0.306  0.489
H: -1.891 -2.513 -0.778  0.495
O: 0.788 0.841 -2.111  -0.965
H: 0.847 1.635 -2.643  0.485
H: 0.854 1.153 -1.208  0.497

Highest occupied orbital energy (eV): -9.9428
Strongest force on any atom (Eh/bohr): 0.0197
E_tot (eV): -22959.1700

Record 3
The following is a quantum chemistry calculation of a 10-piece molecular cluster, H22NO9 overall at a distorted geometry, from the OMol25 dataset.

Last column: natural (NBO) charge in e.
Positions of all 32 atoms, in Å:
N: 0.241 -0.044 0.343  -0.797
H: 1.200 -0.078 0.172  0.436
H: 0.022 0.740 -0.254  0.476
H: 0.151 0.256 1.190  0.428
H: -0.305 -0.802 0.199  0.432
O: 0.948 -2.203 2.118  -0.977
H: 0.547 -2.616 2.888  0.494
H: 1.871 -2.306 2.418  0.495
O: -2.251 -0.199 2.335  -0.947
H: -1.829 -0.587 3.141  0.470
H: -2.285 -0.853 1.736  0.473
O: -0.447 -3.605 -0.118  -0.967
H: 0.124 -3.499 -0.931  0.476
H: 0.060 -3.154 0.590  0.488
O: -1.309 -0.190 -2.470  -0.956
H: -0.958 0.067 -3.271  0.498
H: -1.287 -1.016 -2.259  0.467
O: 0.251 2.913 0.697  -0.952
H: 1.201 3.360 0.746  0.470
H: -0.149 3.670 0.306  0.485
O: 2.046 1.438 -2.199  -0.988
H: 2.798 1.351 -1.484  0.487
H: 1.695 2.382 -2.163  0.488
O: -2.913 -2.275 0.491  -0.965
H: -3.707 -1.924 0.063  0.487
H: -2.434 -2.728 -0.130  0.486
O: 3.811 1.265 0.275  -0.978
H: 3.334 1.514 0.981  0.474
H: 4.389 1.970 -0.253  0.521
O: -1.298 2.535 -1.866  -0.948
H: -1.530 1.696 -2.003  0.471
H: -1.986 2.920 -1.288  0.473

Highest occupied orbital energy (eV): -14.4219
Strongest force on any atom (Eh/bohr): 0.1559
E_tot (eV): -20266.7649
Net charge: +1

Record 4
The following is a quantum chemistry calculation of a 11-piece molecular cluster, H22O11 overall at a distorted geometry, from the OMol25 dataset.

Last column: natural (NBO) charge in e.
Positions of all 33 atoms, in Å:
H: -1.509 -0.638 0.079  0.460
H: -0.694 -1.585 0.939  0.468
H: -0.880 2.173 3.914  0.470
H: -1.619 1.477 5.021  0.464
H: 1.922 -1.980 -1.066  0.508
H: 0.583 -2.958 -0.997  0.471
H: 2.305 -1.237 2.207  0.466
H: 2.544 -0.017 1.268  0.471
H: -3.366 2.673 0.183  0.466
H: -4.108 1.823 1.273  0.488
H: 3.128 -3.538 -1.951  0.458
H: 1.670 -3.828 -2.081  0.471
H: -0.368 -1.827 4.112  0.462
H: -0.863 -2.705 3.167  0.455
H: 0.996 2.604 -0.317  0.468
H: -0.232 1.786 -0.301  0.473
H: -2.120 -1.371 -3.151  0.461
H: -0.737 -1.960 -3.287  0.460
H: 3.451 1.004 -2.561  0.462
H: 2.105 1.089 -1.815  0.487
H: -2.029 2.583 -0.788  0.455
H: -1.093 3.369 -1.877  0.495
O: -0.792 -0.726 0.698  -0.928
O: -1.379 2.383 4.691  -0.934
O: 1.495 -2.855 -0.753  -0.958
O: 1.973 -0.443 1.946  -0.937
O: -3.835 1.899 0.335  -0.953
O: 2.459 -3.611 -2.585  -0.952
O: -0.358 -1.876 3.191  -0.916
O: 0.330 2.173 -0.984  -0.938
O: -1.395 -1.392 -3.793  -0.920
O: 2.903 1.600 -2.057  -0.954
O: -1.286 3.230 -0.937  -0.948

Highest occupied orbital energy (eV): -8.7131
Strongest force on any atom (Eh/bohr): 0.1583
SMILES: O.O.O.O.O.O.O.O.O.O.O
E_tot (eV): -22874.8080

Record 5
The following is a quantum chemistry calculation of a 11-piece molecular cluster, H22O11 overall, from the OMol25 dataset.

Last column: natural (NBO) charge in e.
Positions of all 33 atoms, in Å:
O: -17.880 -0.432 -14.302  -0.951
H: -17.892 -1.150 -14.934  0.476
H: -18.476 0.221 -14.669  0.485
O: -13.592 -0.083 -11.939  -0.950
H: -13.439 -0.907 -11.477  0.469
H: -14.429 -0.210 -12.386  0.480
O: -19.788 2.078 -12.743  -0.958
H: -20.218 2.927 -12.845  0.487
H: -20.402 1.450 -13.125  0.486
O: -16.848 1.379 -11.248  -0.968
H: -17.633 1.833 -10.943  0.478
H: -17.145 0.866 -12.000  0.472
O: -17.022 5.291 -10.131  -0.966
H: -16.785 5.475 -9.222  0.473
H: -17.546 4.491 -10.085  0.489
O: -18.905 3.046 -10.290  -1.005
H: -19.375 3.014 -9.456  0.504
H: -19.485 2.604 -10.910  0.496
O: -15.616 0.640 -8.834  -0.956
H: -15.188 1.083 -9.567  0.487
H: -15.924 -0.189 -9.201  0.469
O: -17.869 -2.160 -11.940  -0.956
H: -17.801 -1.601 -12.713  0.484
H: -17.585 -3.023 -12.243  0.462
O: -14.856 2.031 -13.729  -0.954
H: -13.965 1.770 -13.500  0.469
H: -15.097 2.674 -13.062  0.486
O: -17.382 4.173 -12.790  -0.953
H: -17.971 3.583 -12.320  0.461
H: -16.964 4.692 -12.103  0.487
O: -19.913 1.558 -8.221  -0.945
H: -19.115 1.793 -7.748  0.480
H: -19.619 0.949 -8.899  0.480

Highest occupied orbital energy (eV): -10.3766
Strongest force on any atom (Eh/bohr): 0.0161
SMILES: O.O.O.O.O.O.O.O.O.O.O
E_tot (eV): -22879.9679

Record 6
The following is a quantum chemistry calculation of a 11-piece molecular cluster, H22O11 overall at a distorted geometry, from the OMol25 dataset.

Last column: natural (NBO) charge in e.
Positions of all 33 atoms, in Å:
O: -0.820 2.738 -0.758  -0.992
H: -1.381 1.982 -0.418  0.512
H: -1.441 3.482 -0.784  0.473
O: -2.001 0.480 0.649  -1.012
H: -2.658 -0.137 0.266  0.515
H: -1.172 -0.029 0.697  0.501
O: 2.740 1.644 -2.202  -0.969
H: 2.007 1.516 -2.831  0.491
H: 3.125 0.766 -2.057  0.481
O: -0.208 -3.141 -0.444  -0.969
H: 0.403 -2.655 -0.979  0.508
H: 0.292 -3.832 -0.056  0.478
O: -0.688 0.768 3.257  -0.975
H: -1.485 0.625 2.768  0.501
H: -0.852 1.481 3.891  0.474
O: 0.537 -1.670 3.633  -0.960
H: 1.431 -1.917 3.475  0.465
H: 0.516 -0.778 4.015  0.495
O: 1.209 -1.436 -2.158  -0.999
H: 0.922 -0.796 -2.798  0.492
H: 1.234 -0.916 -1.315  0.501
O: -0.347 0.924 -3.088  -0.986
H: -1.050 1.059 -3.732  0.475
H: -0.555 1.607 -2.421  0.503
O: 1.853 1.993 0.842  -0.976
H: 1.167 2.527 1.249  0.495
H: 2.139 2.328 -0.042  0.519
O: -2.644 -2.223 -0.211  -1.000
H: -1.720 -2.466 -0.270  0.501
H: -3.128 -2.995 -0.575  0.472
O: 0.806 -0.473 0.434  -1.023
H: 1.159 0.428 0.679  0.513
H: 0.613 -0.882 1.283  0.497

Highest occupied orbital energy (eV): -10.8532
Strongest force on any atom (Eh/bohr): 0.0352
SMILES: O.O.O.O.O.O.O.O.O.O.O
E_tot (eV): -22881.2814

Record 7
The following is a quantum chemistry calculation of a 11-piece molecular cluster, H22O11 overall at a distorted geometry, from the OMol25 dataset.

Last column: natural (NBO) charge in e.
Positions of all 33 atoms, in Å:
H: 0.840 -1.234 -0.181  0.446
H: -0.615 -0.925 -0.330  0.443
H: -5.387 0.955 2.224  0.469
H: -3.892 0.696 2.280  0.466
H: 4.431 -2.956 2.489  0.465
H: 4.848 -1.532 2.389  0.463
H: 1.938 4.812 -1.159  0.482
H: 1.460 3.625 -0.510  0.463
H: -2.504 -3.581 -3.563  0.466
H: -2.095 -4.410 -2.407  0.473
H: -0.917 -2.849 -0.108  0.466
H: -0.448 -2.271 1.054  0.455
H: 0.964 1.443 3.670  0.460
H: 1.909 2.303 2.926  0.471
H: 1.985 2.289 -2.268  0.472
H: 0.911 1.494 -3.087  0.481
H: 2.756 1.175 -0.535  0.449
H: 2.272 2.184 0.338  0.459
H: -2.156 -1.370 -1.698  0.467
H: -2.813 -1.192 -0.378  0.460
H: -2.178 0.250 -1.171  0.443
H: -1.335 1.356 -0.616  0.478
O: 0.197 -0.468 -0.387  -0.912
O: -4.726 0.232 2.425  -0.934
O: 4.115 -2.055 2.692  -0.928
O: 2.234 4.075 -0.622  -0.942
O: -1.936 -3.481 -2.785  -0.937
O: -0.244 -3.045 0.588  -0.920
O: 0.942 2.162 3.147  -0.930
O: 1.105 2.351 -2.721  -0.955
O: 2.424 1.190 0.335  -0.908
O: -2.801 -1.714 -1.162  -0.913
O: -1.285 0.491 -0.868  -0.917

Highest occupied orbital energy (eV): -10.2044
Strongest force on any atom (Eh/bohr): 0.1820
SMILES: O.O.O.O.O.O.O.O.O.O.O
E_tot (eV): -22875.1966

Number 7 is which compound?
H22O11

Which of these has the lowest strongest force on any atom?
number 5

Which of these has the lowest E_tot?
H22HeO11

Look up the E_tot of the fifth one.
-22879.9679 eV